[1]
DFT (ωB97M-V with the def2-TZVPD basis set) results for a molecular structure, C43H54PSiTeV at a distorted geometry.

Positions of all 101 atoms, in Å:
V: 0.3249 0.2940 -0.2253
C: -4.5077 4.9588 -1.1311
C: -3.7883 4.7356 -2.2918
C: -2.8800 3.6929 -2.3619
C: -2.6952 2.8611 -1.2636
C: -3.4368 3.0806 -0.1035
C: -4.3419 4.1197 -0.0399
P: -1.5382 1.4429 -1.2067
C: -0.9193 1.3351 -2.9199
C: 0.0237 2.2848 -3.3193
C: 0.6477 2.1754 -4.5471
C: 0.3439 1.1094 -5.3797
C: -0.5965 0.1682 -4.9941
C: -1.2238 0.2734 -3.7655
C: -2.7415 0.0874 -1.1031
C: -4.0379 0.2044 -1.5504
C: -4.9301 -0.8610 -1.3999
C: -4.5120 -2.0402 -0.8451
C: -3.1856 -2.2025 -0.3963
C: -2.7270 -3.4184 0.1467
C: -1.4419 -3.5233 0.6088
C: -0.5772 -2.4240 0.5533
C: -0.9550 -1.2162 0.0051
C: -2.2802 -1.1074 -0.4944
H: -5.2030 5.7819 -1.0786
H: -3.9414 5.3717 -3.1513
H: -2.3319 3.5233 -3.2790
H: -3.3106 2.4142 0.7404
H: -4.9242 4.2754 0.8550
H: 0.2610 3.1170 -2.6608
H: 1.3763 2.9116 -4.8528
H: 0.8498 1.0043 -6.3267
H: -0.8404 -0.6550 -5.6497
H: -1.9437 -0.4729 -3.4592
H: -4.3712 1.1219 -2.0151
H: -5.9510 -0.7389 -1.7288
H: -5.1983 -2.8682 -0.7336
H: -3.3976 -4.2650 0.1737
H: -1.0799 -4.4549 1.0200
H: 0.4316 -2.5440 0.9334
C: 6.7252 -1.2332 -5.6447
C: 5.5050 -1.2109 -4.7699
C: 5.2086 -0.1344 -3.9494
C: 4.0956 -0.1319 -3.1192
C: 3.8691 1.0609 -2.2408
C: 3.2442 -1.2345 -3.0735
Te: 1.5982 -1.4001 -1.6785
C: 3.5136 -2.3142 -3.9210
C: 2.6700 -3.5546 -4.0224
C: 4.6286 -2.2836 -4.7485
H: 7.3214 -0.3347 -5.5078
H: 6.4423 -1.3064 -6.6953
H: 7.3468 -2.0979 -5.4125
H: 5.8730 0.7187 -3.9385
H: 4.4545 1.9142 -2.5820
H: 4.1841 0.8222 -1.2231
H: 2.8113 1.3435 -2.2216
H: 1.8937 -3.5854 -3.2621
H: 3.2993 -4.4367 -3.9105
H: 2.1947 -3.5958 -5.0032
H: 4.8226 -3.1417 -5.3793
C: -1.7066 0.7096 2.8662
C: -0.3051 0.4554 3.4288
C: -0.1436 1.2735 4.7127
C: -0.2725 -1.0226 3.8185
Si: 1.0676 0.8419 2.0375
C: 1.2700 2.8277 1.8489
C: 2.1090 3.4950 2.9396
C: -0.0941 3.5203 1.8375
C: 1.9148 3.1242 0.4905
C: 2.7989 0.0206 2.5663
C: 3.9187 0.5604 1.6805
C: 2.7705 -1.4869 2.3085
C: 3.1892 0.2535 4.0255
H: -2.4555 0.3939 3.5934
H: -1.8642 0.1358 1.9519
H: -1.8780 1.7598 2.6540
H: -0.8833 0.9535 5.4490
H: -0.2942 2.3349 4.5372
H: 0.8413 1.1357 5.1481
H: -1.0996 -1.2444 4.4942
H: 0.6469 -1.2818 4.3338
H: -0.3818 -1.6530 2.9399
H: 1.6980 3.2998 3.9259
H: 2.1201 4.5767 2.7916
H: 3.1380 3.1472 2.9194
H: -0.5872 3.4450 2.8014
H: -0.7490 3.0978 1.0721
H: 0.0298 4.5832 1.6208
H: 2.9422 2.7756 0.4458
H: 1.9162 4.2002 0.3071
H: 1.3498 2.6493 -0.3238
H: 3.6397 0.4505 0.6338
H: 4.8335 -0.0092 1.8456
H: 4.1392 1.6038 1.8834
H: 2.6497 -1.6852 1.2426
H: 1.9719 -1.9870 2.8441
H: 3.7144 -1.9304 2.6251
H: 3.1758 1.3093 4.2798
H: 4.2000 -0.1213 4.2015
H: 2.5223 -0.2731 4.7027

Output
E_LUMO (spin up / spin down) ... -0.66 / -0.02 eV
E_HOMO (spin up / spin down) ... -7.06 / -7.15 eV
Kohn-Sham gap (spin up / spin down) ... 6.40 / 7.13 eV
Charge ... 0
Maximum force ... 0.041 Eh/bohr
Multiplicity ... 3

These are the Mulliken partial charges, in e, on atoms 1 to 99:
1 V -1.217
2 C -0.561
3 C -0.784
4 C -0.376
5 C 0.225
6 C 0.000
7 C -0.892
8 P 2.987
9 C 0.286
10 C -0.405
11 C -0.843
12 C -0.574
13 C -0.745
14 C -0.606
15 C -0.606
16 C -0.243
17 C -1.040
18 C -0.785
19 C 1.275
20 C -0.925
21 C -0.908
22 C 0.166
23 C 0.815
24 C -1.104
25 H 0.390
26 H 0.441
27 H 0.367
28 H 0.302
29 H 0.466
30 H 0.487
31 H 0.446
32 H 0.409
33 H 0.428
34 H 0.404
35 H 0.578
36 H 0.401
37 H 0.423
38 H 0.401
39 H 0.485
40 H 0.284
41 C -1.576
42 C 0.775
43 C -0.957
44 C 1.231
45 C -1.037
46 C -0.560
47 Te 0.010
48 C 0.883
49 C -1.895
50 C -0.742
51 H 0.339
52 H 0.341
53 H 0.344
54 H 0.312
55 H 0.478
56 H 0.359
57 H -0.269
58 H 0.158
59 H 0.408
60 H 0.343
61 H 0.436
62 C -1.944
63 C 2.753
64 C -1.855
65 C -2.174
66 Si -0.253
67 C 2.926
68 C -1.874
69 C -2.579
70 C -1.937
71 C 2.624
72 C -1.948
73 C -1.267
74 C -1.933
75 H 0.749
76 H 0.231
77 H 0.251
78 H 0.542
79 H 0.344
80 H 0.300
81 H 0.576
82 H 0.418
83 H 0.216
84 H 0.338
85 H 0.552
86 H 0.360
87 H 0.295
88 H 0.502
89 H 0.649
90 H 0.275
91 H 0.607
92 H 0.175
93 H -0.070
94 H 0.638
95 H 0.330
96 H -0.169
97 H 0.248
98 H 0.681
99 H 0.308

[2]
DFT (ωB97M-V with the def2-TZVPD basis set) results for a molecular structure, C43H55F5N10NaO2.

Positions of all 116 atoms, in Å:
Na: -0.1090 -1.2999 -0.0785
C: 0.5236 5.3127 2.0547
N: 0.3993 4.3397 3.1094
C: -0.2440 4.8335 4.3101
C: 0.2638 2.9660 2.8106
N: -0.2643 2.4440 1.7564
C: -1.2355 3.0823 0.9933
C: -2.2897 3.7661 1.6143
C: -3.3085 4.3800 0.9024
C: -3.3098 4.3006 -0.4821
C: -2.3070 3.5844 -1.1170
C: -1.2601 2.9670 -0.4183
N: -0.3835 2.1272 -1.1019
C: 0.1383 2.4089 -2.2442
N: 0.5034 3.6771 -2.6851
C: 0.6419 4.7726 -1.7672
C: 0.2929 4.0782 -4.0613
N: 0.4278 1.4348 -3.1769
C: -0.1709 0.1143 -3.0380
C: 1.8094 1.3536 -3.6567
N: 0.8167 2.1753 3.7732
C: 1.8748 2.6124 4.6563
C: 0.3862 0.8070 3.9530
H: -0.4366 5.6560 1.6537
H: 1.1105 4.8812 1.2530
H: 1.0646 6.1776 2.4506
H: -1.1922 5.3329 4.0725
H: 0.4012 5.5520 4.8268
H: -0.4504 4.0065 4.9868
H: -2.3177 3.7771 2.6980
H: -4.0923 4.9146 1.4254
H: -4.0999 4.7615 -1.0625
H: -2.3473 3.4446 -2.1926
H: 0.9392 4.3914 -0.7999
H: -0.2832 5.3483 -1.6479
H: 1.4230 5.4435 -2.1367
H: 0.0133 3.2175 -4.6600
H: 1.1988 4.5250 -4.4832
H: -0.5086 4.8266 -4.1200
H: -1.1649 0.1874 -2.6075
H: 0.4382 -0.5520 -2.4206
H: -0.2355 -0.3181 -4.0405
H: 2.2896 2.3277 -3.6040
H: 1.8265 1.0014 -4.6908
H: 2.3760 0.6517 -3.0386
H: 2.2503 3.5834 4.3480
H: 2.6970 1.8929 4.6161
H: 1.5300 2.6750 5.6964
H: -0.1843 0.7038 4.8847
H: 1.2489 0.1402 4.0039
H: -0.2212 0.4862 3.1137
C: 1.2502 -5.9514 2.4416
C: 1.6700 -4.9005 1.5968
C: 0.8182 -3.8600 1.3363
C: -0.4856 -3.7774 1.8965
C: -1.2924 -2.6113 1.6357
C: -2.5526 -2.6834 2.2150
C: -3.0294 -3.7777 2.9703
C: -2.2246 -4.8562 3.2265
C: -0.9108 -4.8722 2.7086
C: -0.0115 -5.9379 2.9692
H: 1.9275 -6.7686 2.6596
H: 2.6570 -4.9341 1.1485
H: 1.1176 -3.0650 0.6592
H: -3.2376 -1.8421 2.0913
H: -4.0409 -3.7596 3.3676
H: -2.5797 -5.7019 3.8075
H: -0.3451 -6.7515 3.6076
F: 4.5872 -3.8340 -5.7571
C: 4.0198 -3.2720 -4.6667
C: 4.5321 -2.1124 -4.1126
F: 5.6418 -1.5695 -4.6459
C: 3.9211 -1.5093 -3.0346
F: 4.4660 -0.3684 -2.5547
C: 2.7570 -2.0237 -2.3912
O: 2.1684 -1.4660 -1.4211
C: 2.3115 -3.2456 -2.9821
F: 1.2442 -3.8536 -2.4209
C: 2.8985 -3.8338 -4.0784
F: 2.3826 -4.9622 -4.5982
C: 4.5640 -2.1005 4.0059
C: 3.8882 -1.1424 3.0811
C: 4.0969 0.1947 2.8260
C: 3.0880 0.5601 1.8995
N: 2.3192 -0.4733 1.6228
N: 2.8158 -1.4922 2.3407
C: 2.8253 1.8910 1.2712
H: 5.2658 -1.5685 4.6452
H: 5.1129 -2.8672 3.4554
H: 3.8292 -2.6022 4.6379
H: 4.8785 0.8206 3.2270
H: 2.3824 -2.4016 2.2611
H: 3.0158 2.7002 1.9793
H: 1.7843 1.9258 0.9437
H: 3.4679 2.0335 0.3989
C: -3.7788 -0.3308 -0.3774
N: -3.9134 -1.2019 -1.5345
C: -5.1461 -1.1195 -2.2893
C: -5.4208 -2.4430 -2.9800
C: -4.2048 -2.7794 -3.8222
N: -3.0274 -2.8200 -2.9816
C: -1.9129 -3.6322 -3.4322
C: -2.8448 -1.9680 -1.9189
O: -1.7754 -1.9081 -1.3234
H: -4.6475 -0.4575 0.2727
H: -3.7106 0.7221 -0.6684
H: -2.8799 -0.6038 0.1690
H: -5.0890 -0.3182 -3.0392
H: -5.9527 -0.8657 -1.5998
H: -6.3175 -2.3810 -3.5982
H: -5.5636 -3.2197 -2.2259
H: -4.0886 -2.0289 -4.6170
H: -4.3137 -3.7532 -4.3022
H: -2.2478 -4.6602 -3.5889
H: -1.1372 -3.6275 -2.6751
H: -1.4909 -3.2539 -4.3694

Output
E_LUMO ... 1.99 eV
E_HOMO ... -4.07 eV
Kohn-Sham gap ... 6.06 eV
Charge ... -1
Maximum force ... 0.013 Eh/bohr
Relative energy (zero: lowest compared OMol25 entry of this formula, charge and spin) ... 11.0 kcal/mol

These are the Mulliken partial charges, in e, on atoms 1 to 99:
1 Na 0.678
2 C -0.741
3 N 0.473
4 C -1.246
5 C 0.010
6 N 0.046
7 C -1.139
8 C -0.078
9 C -0.867
10 C -0.888
11 C -0.007
12 C 0.327
13 N 0.216
14 C 0.121
15 N 0.486
16 C -0.681
17 C -1.313
18 N 0.155
19 C -0.459
20 C -1.174
21 N 0.721
22 C -1.232
23 C -1.122
24 H 0.199
25 H 0.136
26 H 0.380
27 H 0.367
28 H 0.286
29 H 0.384
30 H 0.525
31 H 0.402
32 H 0.378
33 H 0.413
34 H -0.144
35 H 0.319
36 H 0.396
37 H 0.409
38 H 0.324
39 H 0.359
40 H 0.230
41 H -0.342
42 H 0.309
43 H 0.476
44 H 0.322
45 H 0.150
46 H 0.367
47 H 0.380
48 H 0.325
49 H 0.272
50 H 0.232
51 H 0.232
52 C -0.682
53 C -0.557
54 C -0.745
55 C 1.543
56 C -0.605
57 C -0.454
58 C -0.885
59 C -0.856
60 C 1.002
61 C -0.734
62 H 0.370
63 H 0.518
64 H 0.397
65 H 0.185
66 H 0.375
67 H 0.315
68 H 0.341
69 F -0.351
70 C 0.588
71 C 0.205
72 F -0.344
73 C 0.009
74 F -0.386
75 C 0.282
76 O -0.119
77 C -0.299
78 F -0.399
79 C 0.313
80 F -0.350
81 C -1.448
82 C 0.605
83 C -1.229
84 C 0.250
85 N 0.357
86 N 0.445
87 C -0.735
88 H 0.361
89 H 0.286
90 H 0.313
91 H 0.437
92 H -0.131
93 H 0.296
94 H -0.176
95 H 0.524
96 C -1.016
97 N 0.509
98 C -0.635
99 C -0.725

For reference, E_tot by record: -95613.7203, -82484.5935 eV.